{
  "formula": "C33H66O33",
  "method": "ωB97M-V/def2-TZVPD",
  "elements": ["C", "O", "C", "O", "O", "C", "H", "H", "H", "H", "H", "H", "C", "O", "C", "O", "O", "C", "H", "H", "H", "H", "H", "H", "C", "O", "C", "O", "O", "C", "H", "H", "H", "H", "H", "H", "C", "O", "C", "O", "O", "C", "H", "H", "H", "H", "H", "H", "C", "O", "C", "O", "O", "C", "H", "H", "H", "H", "H", "H", "C", "O", "C", "O", "O", "C", "H", "H", "H", "H", "H", "H", "C", "O", "C", "O", "O", "C", "H", "H", "H", "H", "H", "H", "C", "O", "C", "O", "O", "C", "H", "H", "H", "H", "H", "H", "C", "O", "C", "O", "O", "C", "H", "H", "H", "H", "H", "H", "C", "O", "C", "O", "O", "C", "H", "H", "H", "H", "H", "H", "C", "O", "C", "O", "O", "C", "H", "H", "H", "H", "H", "H"],
  "coordinates": [[1.85544, 4.31572, -4.62361], [2.33357, 3.79217, -3.39490], [2.10063, 4.52109, -2.31359], [1.49451, 5.54968, -2.27025], [2.57704, 3.84001, -1.26792], [2.44432, 4.47636, -0.01712], [0.82635, 4.65560, -4.72074], [1.91333, 3.48954, -5.32993], [2.56679, 5.01033, -5.06679], [3.26077, 4.20607, 0.65036], [1.51139, 4.16788, 0.45504], [2.41585, 5.56584, 0.04881], [-3.59404, 1.65308, 8.24296], [-3.13678, 1.66631, 6.90661], [-3.34477, 0.60502, 6.15450], [-3.77821, -0.46105, 6.49761], [-2.98182, 0.91004, 4.91798], [-3.02951, -0.18927, 4.00449], [-3.00599, 1.01127, 8.89799], [-4.62652, 1.29556, 8.24433], [-3.65067, 2.62698, 8.72402], [-2.64234, -1.13299, 4.39058], [-2.49496, 0.07526, 3.09736], [-4.08809, -0.37951, 3.82021], [4.75236, 0.70988, 4.67540], [4.46387, -0.00654, 3.47620], [4.20869, 0.69882, 2.40806], [4.04145, 1.89492, 2.36729], [4.09067, -0.12758, 1.36383], [3.57295, 0.53841, 0.21021], [4.98508, 0.02773, 5.48205], [4.03904, 1.49837, 4.90620], [5.66322, 1.28408, 4.46911], [4.09861, 1.45101, -0.07731], [2.56842, 0.88775, 0.40856], [3.61202, -0.10392, -0.66521], [4.78437, 2.40814, -8.39481], [3.91968, 1.58617, -7.64104], [3.70449, 1.94402, -6.37276], [4.22232, 2.86635, -5.80653], [2.91620, 1.02558, -5.84568], [2.78027, 0.90895, -4.43859], [5.25128, 1.84452, -9.19959], [5.58526, 2.85870, -7.80913], [4.21299, 3.21875, -8.85410], [2.06361, 1.63089, -4.04184], [3.72680, 1.15632, -3.95495], [2.41514, -0.08031, -4.18800], [-4.26043, -8.12375, -1.04211], [-3.08429, -7.51424, -1.51563], [-2.74384, -6.31108, -1.08529], [-3.47538, -5.53391, -0.53395], [-1.50856, -6.08586, -1.54028], [-0.92779, -4.81605, -1.33523], [-4.21328, -9.19176, -1.23326], [-5.16419, -7.67602, -1.45494], [-4.37735, -8.04055, 0.04250], [-1.17583, -4.11009, -2.13165], [0.15466, -4.90745, -1.30173], [-1.32421, -4.40302, -0.40750], [0.40210, 0.85836, -0.92170], [-0.67727, 0.33115, -0.18288], [-0.38515, -0.63900, 0.65966], [0.70060, -0.90209, 1.10077], [-1.52769, -1.27953, 0.92375], [-1.44622, -2.41109, 1.78110], [0.88863, 1.66997, -0.37760], [0.11755, 1.32180, -1.86527], [1.16078, 0.12855, -1.19874], [-0.96343, -2.18624, 2.73636], [-0.72501, -3.08907, 1.31655], [-2.42531, -2.85781, 1.90654], [-1.99353, -5.49245, 4.06768], [-1.85253, -6.42785, 2.99871], [-0.78477, -6.36603, 2.21510], [0.06636, -5.52060, 2.18139], [-0.75475, -7.53055, 1.59277], [0.39092, -7.96986, 0.86825], [-1.19329, -4.74957, 4.07336], [-1.85813, -6.06123, 4.98908], [-2.97837, -5.04363, 3.97184], [0.44299, -7.22238, 0.06973], [0.09638, -8.94203, 0.48779], [1.38424, -7.99014, 1.31427], [0.43842, 1.95395, 3.92398], [0.12178, 3.26120, 3.47228], [-0.63074, 3.41028, 2.37995], [-1.20695, 2.53328, 1.79704], [-0.46629, 4.65697, 1.97311], [-1.00894, 4.98612, 0.69041], [0.45014, 1.22945, 3.10884], [-0.37578, 1.66655, 4.59479], [1.37100, 1.89989, 4.47612], [-2.06398, 4.72171, 0.62727], [-0.45140, 4.36422, -0.00921], [-0.86993, 6.04144, 0.48926], [0.00245, -0.68308, 6.93207], [0.78238, -0.88496, 5.76999], [0.85248, -2.07090, 5.21044], [0.17204, -3.04035, 5.45862], [1.76080, -1.99699, 4.24702], [2.10308, -3.15735, 3.49398], [0.55268, -0.06795, 7.64243], [-0.19158, -1.61478, 7.46355], [-0.96691, -0.21352, 6.77903], [2.57114, -2.90187, 2.55450], [1.17345, -3.71840, 3.35660], [2.64540, -3.85553, 4.13605], [-1.78822, 3.26728, -2.76529], [-1.93882, 4.64238, -3.01827], [-2.10804, 5.07030, -4.26506], [-2.00312, 4.39491, -5.27459], [-2.39170, 6.34498, -4.22333], [-2.79377, 7.00884, -5.43095], [-1.61833, 3.06722, -1.70920], [-0.98087, 2.81215, -3.34148], [-2.71439, 2.74246, -3.01519], [-1.94249, 7.59522, -5.77762], [-3.58138, 7.69986, -5.15313], [-3.04635, 6.33586, -6.24398], [0.46975, -1.83198, -4.46573], [-0.22517, -1.07039, -5.40928], [-1.09799, -0.16402, -4.95880], [-1.24130, 0.14654, -3.80513], [-1.73274, 0.30374, -6.00259], [-2.89013, 1.11946, -5.78317], [1.35250, -2.40393, -4.74003], [-0.21948, -2.56106, -4.02019], [0.78344, -1.32021, -3.54912], [-3.66052, 0.50271, -5.32219], [-3.31296, 1.42959, -6.73684], [-2.67237, 2.04184, -5.25176]],
  "forces_ev_per_a": [[0.41, -0.57, -1.84], [-0.28, 0.08, -0.11], [-0.46, -0.45, 0.18], [-0.08, 0.62, 0.00], [0.56, 0.37, -0.23], [-0.39, 0.36, 1.92], [0.01, 0.29, 0.98], [-0.07, -0.23, 0.24], [-0.11, 0.46, 0.47], [0.09, -0.56, -0.33], [0.12, -0.24, 0.00], [0.06, 0.01, -1.07], [-1.24, -0.84, 0.78], [0.57, 1.42, 0.37], [-0.21, -0.46, -0.29], [-0.16, -0.16, 0.48], [0.84, -0.01, -0.25], [-0.82, -0.47, -0.26], [0.15, -0.17, -0.26], [0.10, -0.25, 0.11], [0.53, 0.38, -0.78], [0.30, 0.30, 0.42], [-0.09, 0.35, 0.07], [0.08, -0.03, -0.42], [1.23, 1.31, -0.67], [0.11, -1.09, 1.05], [-0.73, 0.59, -0.59], [0.19, -0.02, 0.11], [0.19, 0.26, -0.32], [-0.14, 0.85, -0.54], [-0.50, -0.29, -0.09], [-0.54, -0.50, 0.10], [0.10, -0.10, 0.18], [0.53, -0.14, 0.41], [-0.17, -0.40, 0.08], [-0.08, -0.50, 0.39], [0.37, 1.02, -0.55], [-0.15, -0.30, -0.13], [0.88, -0.46, 0.11], [-0.03, 0.28, 0.14], [-0.72, -0.79, -0.37], [0.08, 1.08, 0.71], [-0.29, -0.41, 0.16], [-0.18, -0.14, 0.28], [0.00, -0.01, 0.07], [-0.03, -0.07, -0.22], [0.03, -0.28, 0.02], [0.30, -0.13, -0.35], [-0.97, 0.04, 1.10], [0.69, -0.90, -0.16], [-0.60, 0.59, -0.89], [0.33, 0.04, 0.52], [0.35, -0.60, -0.16], [-0.40, 0.94, 0.48], [0.16, 0.11, -0.48], [0.13, -0.03, -0.34], [0.33, 0.26, -0.01], [-0.18, -0.23, -0.13], [-0.05, -0.31, 0.13], [0.27, 0.10, 0.02], [1.08, 1.04, -0.34], [-0.33, 0.17, -1.10], [-0.48, -0.27, 0.21], [0.29, -0.23, 0.11], [-0.51, 0.40, 0.22], [1.63, -0.39, -0.04], [0.02, -0.15, 0.30], [-0.92, -0.33, 0.14], [-0.13, -0.32, 0.37], [-0.39, 0.32, 0.10], [-0.39, -0.41, 0.09], [-0.08, 0.17, -0.17], [0.60, 0.14, 0.14], [-0.39, 0.29, -0.15], [0.54, -0.83, 1.04], [0.08, 0.52, -0.30], [-0.09, -1.14, 0.38], [-0.45, 1.36, -1.57], [-0.20, 0.10, -0.28], [-0.43, 0.07, 0.02], [0.05, 0.03, 0.23], [0.45, -0.57, -0.45], [0.20, 0.02, -0.08], [-0.42, 0.04, 0.93], [-1.38, -0.97, 0.19], [0.56, 0.70, 0.12], [1.36, -0.72, 0.02], [-0.51, -0.13, -0.12], [-0.39, 1.14, 0.26], [-0.13, -0.93, -0.14], [0.14, 0.14, -0.11], [0.15, -0.25, 0.08], [0.13, 0.61, -0.20], [0.00, 0.04, 0.07], [-0.25, 0.31, -0.46], [0.22, 0.00, 0.23], [-0.34, -0.58, 1.30], [0.13, 1.30, 0.38], [-0.33, -1.25, -1.09], [0.14, 0.19, 0.30], [0.75, 1.02, -0.02], [-1.68, -1.38, 1.07], [0.27, 0.20, -0.36], [0.01, -0.21, -0.30], [0.10, 0.04, -0.64], [0.14, 0.33, 0.17], [0.09, 0.15, -0.66], [0.68, 0.33, -0.22], [-0.29, -1.29, -0.48], [0.04, 0.87, 0.55], [0.36, -1.38, -0.76], [-0.13, 0.23, 0.71], [-0.54, 0.83, 0.11], [0.88, 0.34, -0.10], [0.10, 0.60, 0.05], [0.00, 0.18, -0.09], [0.10, 0.00, -0.12], [0.03, 0.06, 0.04], [-0.22, -0.17, -0.06], [-0.30, -0.26, 0.28], [-0.49, -1.11, 2.81], [0.85, -0.08, -0.85], [0.40, -0.17, 0.54], [-0.17, 0.07, 0.14], [-0.47, 0.43, -0.99], [-0.53, 0.07, 0.00], [-0.17, 0.44, -1.34], [-0.07, -0.16, -0.36], [-0.13, 0.78, -0.41], [0.08, 0.18, 0.43], [0.52, -0.27, -0.30], [0.17, -0.24, 0.31]],
  "mulliken_charge": [-0.502, -0.105, 0.658, -0.582, -0.189, -0.829, 0.100, 0.118, 0.351, 0.276, 0.133, 0.422, -0.718, -0.282, 0.690, -0.561, -0.171, -0.569, 0.273, 0.320, 0.256, 0.326, 0.012, 0.389, -0.676, -0.325, 0.856, -0.578, -0.394, -0.070, 0.247, 0.220, 0.362, 0.368, -0.258, 0.298, -0.696, -0.355, 0.849, -0.553, -0.343, -0.069, 0.261, 0.313, 0.281, -0.204, 0.445, 0.135, -0.663, -0.352, 0.860, -0.574, -0.368, -0.414, 0.259, 0.294, 0.289, 0.333, 0.299, 0.078, 0.324, -0.293, 1.060, -0.555, -0.442, -0.259, -0.143, -0.696, 0.453, 0.006, 0.072, 0.345, -0.250, -0.339, 0.941, -0.552, -0.381, -0.582, -0.046, 0.291, 0.236, 0.177, 0.241, 0.302, -0.035, -0.472, 0.911, -0.521, -0.426, -0.137, -0.085, 0.176, 0.230, 0.306, -0.190, 0.243, -0.614, -0.114, 0.639, -0.651, -0.012, -0.435, 0.292, 0.380, 0.024, 0.179, -0.052, 0.407, -0.283, -0.322, 0.844, -0.598, -0.332, -0.724, -0.005, 0.110, 0.426, 0.283, 0.249, 0.338, -0.334, -0.334, 0.822, -0.430, -0.369, -0.418, 0.422, 0.219, -0.090, 0.345, 0.260, -0.004],
  "smiles": "COC(=O)OC.COC(=O)OC.COC(=O)OC.COC(=O)OC.COC(=O)OC.COC(=O)OC.COC(=O)OC.COC(=O)OC.COC(=O)OC.COC(=O)OC.COC(=O)OC",
  "e_above_lowest_ev": 2.053,
  "e_lumo_ha": 0.0207,
  "gap_ha": 0.4103
}